(1)
Computed, not measured: a structure of composition C26H21AlCl2GeO2S4Sb, with ωB97M-V/def2-TZVPD.

```
! RIJCOSX wB97M-V def2-TZVPD def2/J DEFGRID3
* xyz -1 1
Al 0.139 -0.687 -0.477
Cl -5.879 -4.782 -0.506
C -4.563 -3.659 -0.310
C -4.594 -2.749 0.757
C -3.575 -1.850 0.939
C -2.466 -1.809 0.059
O -1.542 -0.922 0.238
C -2.454 -2.746 -1.003
C -1.357 -2.774 -1.922
O -0.351 -2.068 -1.845
C -3.508 -3.660 -1.178
H -5.434 -2.767 1.438
H -3.589 -1.153 1.766
H -1.417 -3.490 -2.753
H -3.473 -4.361 -2.003
S 3.096 -1.625 1.402
Sb 3.188 0.805 1.729
S 0.629 0.426 1.720
S 2.059 -1.929 -0.377
S 3.628 1.746 -0.279
Ge -0.482 2.339 1.970
C 0.711 3.734 2.624
C 1.801 4.182 1.878
C 2.654 5.152 2.386
C 2.425 5.693 3.642
C 1.345 5.256 4.396
C 0.498 4.281 3.889
C -1.412 2.873 0.340
C -2.592 2.225 -0.018
C -3.249 2.539 -1.198
C -2.736 3.521 -2.034
C -1.573 4.187 -1.681
C -0.916 3.863 -0.503
H -1.547 2.101 3.062
H 2.031 3.737 0.917
H 3.509 5.466 1.800
H 3.094 6.447 4.039
H 1.168 5.667 5.382
H -0.338 3.939 4.490
H -2.989 1.442 0.617
H -4.151 2.006 -1.473
H -3.236 3.758 -2.965
H -1.162 4.947 -2.334
H 0.005 4.378 -0.254
Cl -2.035 -0.016 -3.758
C -0.311 -0.025 -4.099
C 0.081 -0.480 -5.348
C 1.430 -0.538 -5.656
C 2.359 -0.140 -4.703
C 1.945 0.312 -3.464
C 0.588 0.390 -3.118
C 0.176 0.825 -1.762
H -0.671 -0.789 -6.062
H 1.749 -0.896 -6.627
H 3.418 -0.188 -4.924
H 2.670 0.603 -2.713
H -0.808 1.297 -1.791
H 0.904 1.534 -1.358
*
```

Properties
gap between HOMO and LUMO = 6.3 eV
HOMO level = -4.6 eV
ΔE to the lowest compared entry with this formula, charge and spin = 0.00 kcal/mol
DFT total energy = -169443.1528 eV

***

(2)
Computed, not measured: the molecule C5H9NO in a non-equilibrium geometry, with ωB97M-V/def2-TZVPD.

```
! RIJCOSX wB97M-V def2-TZVPD def2/J DEFGRID3
* xyz 0 1
C 0.064 0.912 1.832
C 0.303 0.676 0.365
C 1.488 -0.227 -0.084
C 0.449 -1.045 -0.860
C -0.641 -0.134 -0.511
N -1.854 -0.035 -0.880
O -1.941 -0.699 -2.127
H 0.858 1.549 2.235
H 0.066 -0.031 2.391
H -0.900 1.405 1.979
H 0.334 1.612 -0.198
H 2.252 0.328 -0.649
H 2.014 -0.803 0.684
H -0.272 -1.485 0.059
H 0.639 -1.466 -1.862
H -2.860 -0.558 -2.373
*
```

Properties
gap between HOMO and LUMO = 9.7 eV
HOMO level = -8.6 eV
ΔE to the lowest compared entry with this formula, charge and spin = 112.10 kcal/mol
DFT total energy = -8864.3514 eV
SMILES = C[C@H]1CC/C1=N\O

***

(3)
Computed, not measured: the molecule C6H10O, with ωB97M-V/def2-TZVPD.

```
! RIJCOSX wB97M-V def2-TZVPD def2/J DEFGRID3
* xyz 0 1
C 2.209 0.252 0.372
O 1.137 -0.491 0.919
C 0.344 -1.050 -0.080
C -0.326 -0.237 -1.127
C -0.878 1.071 -0.558
C -1.726 0.273 0.461
C -1.139 -1.033 -0.063
H 3.036 0.221 1.086
H 1.912 1.295 0.202
H 2.548 -0.167 -0.586
H 0.740 -1.991 -0.475
H -0.132 -0.406 -2.183
H -1.494 1.601 -1.288
H -0.152 1.773 -0.135
H -2.791 0.338 0.221
H -1.580 0.496 1.522
H -1.701 -1.962 -0.117
*
```

Properties
gap between HOMO and LUMO = 10.4 eV
HOMO level = -9.3 eV
ΔE to the lowest compared entry with this formula, charge and spin = 44.33 kcal/mol
DFT total energy = -8429.3181 eV
SMILES = CO[C@@H]1[C@@H]2CC[C@@H]21

***

(4)
Computed, not measured: a cluster of 13 separate species, C35H100F7N8O11P in total in a non-equilibrium geometry, with ωB97M-V/def2-TZVPD.

```
! RIJCOSX wB97M-V def2-TZVPD def2/J DEFGRID3
* xyz -2 1
P -0.960 -0.759 -0.695
F -0.897 -2.134 0.143
F 0.376 -1.176 -1.533
F -1.882 -1.531 -1.835
F -1.003 0.567 -1.610
F -2.296 -0.314 0.067
F -0.105 0.034 0.479
F -2.272 -4.495 -2.025
C 0.797 -4.837 -0.685
O -0.330 -5.532 -0.306
H 1.286 -4.417 0.194
H 1.475 -5.554 -1.148
H 0.703 -3.915 -1.258
H -1.037 -5.151 -0.831
C -4.161 2.314 -1.807
O -3.793 0.994 -2.272
H -5.093 2.661 -2.254
H -4.418 2.326 -0.748
H -3.382 3.058 -1.971
H -2.983 0.785 -1.801
C -1.430 -2.726 -4.716
O -2.777 -2.615 -4.326
H -1.342 -2.878 -5.791
H -0.742 -1.953 -4.374
H -1.035 -3.573 -4.154
H -2.989 -1.812 -4.808
C -0.956 -5.992 4.733
C -1.261 -5.466 3.274
C -0.573 -4.116 3.070
O -1.221 -3.137 3.844
C -0.642 -1.828 3.506
N -0.790 -6.514 2.419
H 0.078 -6.308 4.875
H -1.511 -6.906 4.944
H -1.090 -5.233 5.503
H -2.301 -5.297 2.994
H -0.704 -3.877 2.015
H 0.494 -4.183 3.281
H 0.445 -1.825 3.589
H -1.117 -1.012 4.050
H -0.860 -1.571 2.469
H -0.529 -6.063 1.554
H 0.084 -6.740 2.872
C 3.236 -2.273 5.862
C 4.211 -2.054 4.673
C 3.598 -1.303 3.412
O 2.672 -2.241 2.857
C 2.086 -1.747 1.706
N 5.325 -1.283 5.142
H 3.740 -2.610 6.767
H 2.532 -3.063 5.601
H 2.651 -1.404 6.163
H 4.648 -3.012 4.390
H 4.401 -0.950 2.764
H 3.052 -0.441 3.795
H 2.731 -1.703 0.827
H 1.679 -0.740 1.799
H 1.241 -2.340 1.358
H 5.741 -1.926 5.800
H 6.038 -1.269 4.427
C 2.220 0.174 -3.738
C 3.335 -0.675 -3.179
C 4.710 0.077 -3.059
O 5.095 0.564 -4.370
C 6.415 1.108 -4.384
N 3.015 -1.247 -1.926
H 2.663 0.876 -4.444
H 1.758 0.700 -2.903
H 1.533 -0.495 -4.257
H 3.487 -1.553 -3.806
H 5.423 -0.569 -2.547
H 4.597 0.900 -2.354
H 6.989 0.376 -4.952
H 6.935 1.175 -3.428
H 6.521 2.049 -4.923
H 2.048 -1.540 -1.916
H 3.043 -0.497 -1.250
C -2.215 4.629 5.309
C -1.261 3.840 6.169
C -0.132 3.186 5.308
O -0.662 2.147 4.498
C 0.201 1.595 3.502
N -0.857 4.713 7.313
H -1.857 5.512 4.779
H -3.034 4.906 5.972
H -2.589 4.049 4.466
H -1.846 3.104 6.719
H 0.528 2.761 6.064
H 0.436 3.928 4.747
H 0.543 2.332 2.776
H -0.306 0.718 3.101
H 1.058 1.113 3.971
H -0.585 4.075 8.048
H -1.700 5.054 7.753
C 5.065 2.167 0.509
C 3.615 2.145 0.863
C 2.947 3.566 1.059
O 3.573 4.349 2.062
C 2.913 5.565 2.247
N 2.854 1.389 -0.095
H 5.328 2.985 -0.162
H 5.397 1.256 0.009
H 5.703 2.260 1.388
H 3.470 1.513 1.739
H 1.925 3.400 1.400
H 3.006 4.117 0.121
H 2.025 5.326 2.833
H 2.728 6.113 1.323
H 3.534 6.159 2.917
H 2.841 1.971 -0.920
H 1.871 1.272 0.108
C -0.661 4.182 -2.894
C -0.324 5.285 -1.849
C -0.356 4.643 -0.416
O -1.699 4.433 -0.070
C -1.764 3.740 1.192
N 0.831 5.991 -2.190
H -0.508 3.185 -2.480
H -0.126 4.193 -3.843
H -1.705 4.234 -3.203
H -1.141 5.993 -1.984
H 0.170 5.357 0.218
H 0.266 3.748 -0.412
H -1.266 2.777 1.080
H -2.780 3.583 1.554
H -1.272 4.359 1.942
H 0.714 6.822 -1.627
H 0.570 6.310 -3.112
C -1.040 0.941 -5.052
C -2.330 0.991 -5.801
C -2.167 1.834 -7.093
O -3.405 2.054 -7.703
C -3.340 2.887 -8.881
N -2.790 -0.363 -6.069
H -0.171 0.669 -5.652
H -1.232 0.360 -4.149
H -0.760 1.939 -4.715
H -3.018 1.476 -5.108
H -1.403 1.469 -7.780
H -1.839 2.815 -6.751
H -4.298 2.863 -9.400
H -2.548 2.511 -9.529
H -3.173 3.920 -8.577
H -2.063 -0.713 -6.677
H -3.482 -0.235 -6.793
C -3.873 -2.528 1.797
C -3.869 -3.358 0.548
C -4.744 -4.584 0.489
O -4.651 -5.194 -0.741
C -4.359 -6.602 -0.635
N -4.066 -2.475 -0.607
H -3.655 -3.259 2.575
H -4.935 -2.305 1.897
H -3.261 -1.628 1.738
H -2.839 -3.695 0.431
H -5.764 -4.353 0.796
H -4.370 -5.200 1.307
H -3.281 -6.763 -0.609
H -4.748 -7.144 -1.497
H -4.759 -7.081 0.258
H -3.237 -1.919 -0.454
H -4.625 -1.742 -0.196
*
```

Properties
gap between HOMO and LUMO = 4.9 eV
HOMO level = -1.4 eV
DFT total energy = -100669.5619 eV

***

Number 1: LUMO 1.71 eV. Number 2: LUMO 1.04 eV. Number 3: LUMO 1.11 eV. Number 4: LUMO 3.44 eV.